1.
{"formula": "C30H82N6O8", "method": "ωB97M-V with the def2-TZVPD basis set", "relative_energy_kj_mol": 213.5, "molar_mass_g_mol": 655.020, "total_energy_ha": -2122.460954, "smiles": "COC[C@H](C)N.COC[C@H](C)N.COC[C@H](C)N.COC[C@H](C)N.COC[C@H](C)N.COC[C@H](C)N.CC(C)O.CC(C)O", "e_lumo_ha": 0.0182, "fmax_ev_per_a": 2.94, "gap_ev": 9.526, "symbols": ["C", "C", "C", "O", "H", "H", "H", "H", "H", "H", "H", "H", "C", "C", "C", "O", "H", "H", "H", "H", "H", "H", "H", "H", "C", "C", "C", "O", "C", "N", "H", "H", "H", "H", "H", "H", "H", "H", "H", "H", "H", "C", "C", "C", "O", "C", "N", "H", "H", "H", "H", "H", "H", "H", "H", "H", "H", "H", "C", "C", "C", "O", "C", "N", "H", "H", "H", "H", "H", "H", "H", "H", "H", "H", "H", "C", "C", "C", "O", "C", "N", "H", "H", "H", "H", "H", "H", "H", "H", "H", "H", "H", "C", "C", "C", "O", "C", "N", "H", "H", "H", "H", "H", "H", "H", "H", "H", "H", "H", "C", "C", "C", "O", "C", "N", "H", "H", "H", "H", "H", "H", "H", "H", "H", "H", "H"], "coordinates": [[14.71, 11.50, 14.28], [13.31, 11.67, 14.84], [12.79, 10.51, 15.82], [13.29, 12.93, 15.44], [15.44, 11.11, 14.96], [15.11, 12.48, 13.95], [14.81, 10.91, 13.34], [12.58, 11.66, 14.01], [11.73, 10.66, 16.09], [13.31, 10.54, 16.79], [12.87, 9.52, 15.30], [13.17, 13.66, 14.76], [13.34, 13.86, 11.52], [12.15, 14.47, 12.21], [10.95, 13.55, 12.44], [12.62, 14.87, 13.52], [13.75, 13.05, 12.05], [14.14, 14.62, 11.41], [13.26, 13.48, 10.51], [11.81, 15.29, 11.64], [10.81, 12.87, 11.58], [9.99, 14.06, 12.42], [10.98, 12.83, 13.31], [11.87, 15.14, 14.17], [12.17, 16.91, 17.69], [12.46, 15.56, 16.98], [12.33, 14.40, 17.96], [11.03, 14.37, 18.37], [10.73, 13.18, 19.02], [11.48, 15.52, 15.86], [12.99, 17.02, 18.38], [11.24, 16.92, 18.22], [12.26, 17.66, 16.94], [13.42, 15.56, 16.53], [13.07, 14.52, 18.80], [12.55, 13.41, 17.55], [9.67, 13.13, 19.31], [11.25, 13.17, 19.97], [11.12, 12.24, 18.55], [10.66, 16.01, 16.23], [11.07, 14.60, 15.73], [10.18, 17.62, 8.56], [11.13, 16.86, 9.46], [12.51, 16.57, 8.98], [12.26, 15.74, 7.90], [13.35, 14.88, 7.53], [11.38, 17.77, 10.59], [10.67, 18.56, 8.32], [9.22, 17.86, 8.98], [9.86, 17.18, 7.59], [10.67, 15.97, 9.86], [13.18, 16.07, 9.73], [13.02, 17.56, 8.73], [14.18, 15.45, 7.12], [13.08, 14.18, 6.74], [13.71, 14.28, 8.38], [11.95, 17.29, 11.23], [10.55, 18.11, 10.99], [16.96, 15.24, 14.34], [16.14, 15.72, 13.13], [16.41, 17.18, 12.88], [15.86, 18.07, 13.81], [14.50, 18.28, 13.65], [16.51, 15.04, 11.87], [18.04, 15.60, 14.34], [16.80, 14.16, 14.42], [16.54, 15.72, 15.22], [15.06, 15.56, 13.31], [15.93, 17.37, 11.85], [17.49, 17.41, 12.82], [13.95, 17.31, 13.61], [14.35, 18.72, 12.67], [14.09, 18.93, 14.39], [16.33, 14.05, 11.80], [17.51, 15.21, 11.70], [10.92, 10.68, 7.58], [12.08, 11.21, 8.33], [12.54, 10.26, 9.36], [13.58, 11.01, 10.04], [14.17, 10.37, 11.10], [13.18, 11.60, 7.48], [10.25, 10.11, 8.23], [11.29, 9.96, 6.84], [10.32, 11.49, 7.24], [11.69, 12.06, 8.90], [12.94, 9.28, 8.87], [11.80, 9.88, 10.08], [13.41, 10.20, 11.88], [14.94, 11.10, 11.36], [14.57, 9.34, 10.89], [14.05, 11.80, 7.94], [13.42, 10.82, 6.90], [10.69, 7.36, 13.78], [9.86, 8.31, 12.96], [8.37, 8.46, 13.52], [7.65, 9.33, 12.67], [6.32, 9.57, 13.11], [10.48, 9.63, 12.92], [10.29, 6.37, 13.72], [10.68, 7.59, 14.82], [11.74, 7.41, 13.47], [9.63, 7.91, 11.95], [8.41, 8.97, 14.50], [7.89, 7.45, 13.61], [6.02, 10.47, 12.55], [6.23, 9.73, 14.16], [5.61, 8.78, 12.84], [10.72, 10.00, 13.85], [9.99, 10.28, 12.34], [6.32, 14.26, 10.79], [7.52, 13.80, 9.92], [7.10, 12.50, 9.14], [7.10, 11.36, 9.93], [6.23, 10.37, 9.41], [7.77, 14.85, 8.96], [5.99, 13.51, 11.51], [5.43, 14.56, 10.13], [6.70, 15.10, 11.38], [8.41, 13.53, 10.55], [7.81, 12.42, 8.35], [6.09, 12.67, 8.72], [5.22, 10.76, 9.55], [6.31, 9.46, 9.99], [6.42, 10.10, 8.35], [7.96, 15.63, 9.52], [8.64, 14.71, 8.42]]}



2.
{"formula": "C35H51N6O7P2S3SbSi3Ti", "method": "ωB97M-V with the def2-TZVPD basis set", "total_charge": -2, "relative_energy_kj_mol": 0.0, "molar_mass_g_mol": 1079.862, "total_energy_ha": -6055.502476, "multiplicity": 3, "e_lumo_ha": [0.1420, 0.1419], "s2": 2.014, "fmax_ev_per_a": 1.44, "gap_ev": [5.632, 5.724], "symbols": ["Ti", "O", "P", "O", "O", "O", "P", "O", "O", "O", "H", "H", "C", "Sb", "C", "C", "C", "C", "C", "C", "N", "Si", "C", "C", "C", "C", "C", "C", "C", "C", "C", "N", "Si", "C", "C", "C", "Si", "C", "C", "C", "H", "H", "H", "H", "H", "H", "H", "H", "H", "H", "H", "H", "H", "H", "H", "H", "H", "H", "H", "H", "H", "H", "H", "H", "H", "H", "H", "H", "H", "H", "H", "H", "H", "H", "H", "H", "H", "H", "N", "C", "C", "C", "N", "C", "C", "H", "H", "H", "H", "H", "H", "S", "C", "S", "C", "N", "N", "C", "C", "C", "C", "C", "C", "S", "H", "H", "H", "H", "H"], "coordinates": [[0.00, 1.66, 0.22], [-2.08, 2.28, 0.99], [-1.90, 3.56, 0.03], [-3.12, 4.13, -0.54], [-0.76, 3.08, -0.90], [-1.17, 4.58, 1.08], [0.41, 4.43, 1.49], [1.16, 4.91, 0.15], [0.77, 5.32, 2.60], [0.67, 2.92, 1.60], [-3.00, 1.84, 0.95], [1.07, 5.87, 0.08], [-0.22, -0.16, 2.64], [1.46, -1.52, 2.26], [1.10, -2.38, 0.32], [0.10, -3.33, 0.62], [-0.42, -4.37, -0.25], [-1.48, -5.13, 0.14], [-2.08, -4.95, 1.40], [-1.51, -3.99, 2.22], [-0.48, -3.22, 1.86], [1.93, -2.53, -1.29], [2.84, -4.19, -1.37], [0.69, -2.54, -2.72], [3.24, -1.32, -1.91], [2.97, 0.34, 2.26], [2.86, 1.16, 0.96], [3.74, 2.17, 0.64], [3.60, 2.90, -0.56], [2.63, 2.55, -1.45], [1.77, 1.49, -1.13], [1.85, 0.82, 0.09], [4.64, -0.54, 2.42], [6.06, 0.38, 3.26], [4.57, -2.16, 3.36], [5.39, -1.02, 0.79], [2.67, 1.43, 3.81], [2.97, 0.26, 5.27], [3.92, 2.84, 3.91], [1.14, 2.39, 4.31], [-1.16, -0.71, 2.67], [-0.30, 0.67, 1.95], [-0.03, 0.26, 3.62], [0.03, -4.54, -1.22], [-1.86, -5.90, -0.52], [-2.94, -5.53, 1.73], [-1.90, -3.82, 3.22], [2.15, -5.05, -1.34], [3.49, -4.28, -0.49], [3.45, -4.28, -2.27], [-0.31, -2.87, -2.42], [1.04, -3.19, -3.53], [0.58, -1.53, -3.12], [3.49, -0.53, -1.22], [2.87, -0.84, -2.83], [4.16, -1.87, -2.16], [4.55, 2.39, 1.33], [4.27, 3.72, -0.77], [2.52, 3.05, -2.40], [1.25, 0.95, -1.92], [5.84, 0.66, 4.29], [6.37, 1.28, 2.72], [6.91, -0.32, 3.27], [3.94, -2.13, 4.24], [5.59, -2.43, 3.67], [4.18, -2.96, 2.72], [5.50, -0.18, 0.09], [4.77, -1.79, 0.29], [6.38, -1.45, 0.98], [4.02, -0.03, 5.38], [2.39, -0.66, 5.15], [2.65, 0.75, 6.20], [4.95, 2.58, 3.69], [3.88, 3.25, 4.93], [3.60, 3.63, 3.22], [0.17, 1.99, 4.01], [1.19, 3.40, 3.89], [1.17, 2.45, 5.40], [-3.84, -2.07, -3.03], [-2.95, -1.28, -2.33], [-2.31, -0.19, -2.92], [-1.40, 0.54, -2.20], [-1.07, 0.26, -0.93], [-1.69, -0.79, -0.38], [-2.60, -1.59, -1.03], [-4.34, -1.59, -3.77], [-4.47, -2.59, -2.44], [-2.52, 0.09, -3.95], [-0.92, 1.40, -2.64], [-1.44, -1.02, 0.65], [-3.06, -2.41, -0.49], [-7.79, 3.84, -2.78], [-6.85, 2.68, -2.00], [-6.34, 2.82, -0.37], [-5.45, 1.31, -0.44], [-5.52, 0.76, -1.62], [-6.31, 1.54, -2.48], [-6.42, 1.00, -3.80], [-5.32, 0.30, -4.30], [-5.38, -0.28, -5.56], [-6.53, -0.17, -6.33], [-7.62, 0.53, -5.83], [-7.57, 1.11, -4.56], [-4.65, 0.66, 0.95], [-4.44, 0.25, -3.69], [-4.52, -0.81, -5.95], [-6.58, -0.62, -7.32], [-8.52, 0.62, -6.41], [-8.43, 1.64, -4.17]]}